DFT (ωB97M-V with the def2-TZVPD basis set) results for a cluster of 2 separate species, C48H41N3O2 in total in a non-equilibrium geometry.

Total energy (eV): -59002.6261
E_HOMO (eV): -5.325

The geometry in XYZ format:
```
94
Properties=species:S:1:pos:R:3:forces:R:3
C 3.161680 2.321186 4.752585 0.2 -0.1 0.0
C 1.771353 2.900420 4.785908 0.0 -0.2 -0.3
O 0.971374 2.212646 3.788346 0.5 0.3 0.6
C -0.337625 2.526028 3.936262 -1.7 0.3 -0.5
C -1.258184 1.643574 3.177964 2.1 -0.4 -0.4
N -2.505002 1.874446 3.379083 -2.4 0.9 1.1
C -3.684533 1.354022 3.364724 0.9 -0.8 -0.9
C -4.811394 2.057463 3.947679 -0.6 0.4 0.5
C -6.104364 1.483707 4.044591 0.6 0.3 -0.1
C -7.158486 2.215138 4.586232 0.1 0.3 0.1
C -6.948958 3.528820 5.039192 0.1 -0.2 -0.1
C -5.664893 4.091786 4.983883 0.0 -0.5 -0.2
C -4.601072 3.353807 4.461746 -0.5 0.1 0.1
O -0.724030 3.422833 4.674442 0.7 -0.5 -0.4
H 3.772173 2.828707 5.504819 0.0 0.0 -0.1
H 3.145948 1.252254 4.998571 0.0 0.2 -0.1
H 3.636072 2.455075 3.773475 -0.1 0.0 0.1
H 1.309463 2.738173 5.767649 0.1 0.2 -0.3
H 1.771326 3.973893 4.554724 0.0 -0.3 0.2
H -0.831379 0.792044 2.640167 -0.1 -0.4 0.6
H -3.866603 0.353387 2.937384 -0.1 0.1 0.0
H -6.244778 0.459083 3.693932 -0.1 0.3 0.1
H -8.152568 1.766329 4.659168 0.3 0.2 0.0
H -7.783450 4.107108 5.440464 0.2 -0.2 -0.1
H -5.483835 5.103501 5.347959 -0.1 -0.3 0.0
H -3.588202 3.756077 4.443273 -0.2 -0.1 -0.1
C -3.310508 1.907090 -7.535036 0.0 -0.1 0.1
C -4.050602 2.454089 -6.479623 0.2 -0.1 0.0
C -4.025849 1.844660 -5.227867 0.2 -0.2 -0.2
C -3.281003 0.673321 -5.040317 -0.2 0.0 -0.3
N -3.395635 0.001578 -3.790240 0.0 0.3 0.1
C -4.316491 -1.079036 -3.703696 -0.3 -0.2 -0.1
C -3.910108 -2.354791 -4.109808 -0.3 0.1 0.1
C -4.836695 -3.396983 -4.129156 0.0 0.2 0.1
C -6.158330 -3.161112 -3.731987 0.1 0.1 0.0
C -6.550610 -1.888863 -3.301202 0.2 0.0 0.0
C -5.627388 -0.841646 -3.288194 0.1 -0.3 -0.1
C -2.530273 0.276464 -2.725049 0.1 -0.1 0.3
C -3.043336 0.599987 -1.456736 0.2 0.0 -0.3
C -2.179146 0.882293 -0.413995 0.4 0.0 0.1
C -0.778558 0.685777 -0.560571 -0.9 -0.5 -0.4
C 0.142154 0.972181 0.497761 1.0 0.3 -0.2
C 1.340653 0.217814 0.672204 -0.2 -0.3 0.3
C 2.550796 0.878196 1.015171 -0.1 -0.2 -0.3
C 3.763182 0.227193 0.900623 -0.2 0.2 0.2
C 3.804975 -1.163009 0.655427 0.4 0.1 -0.5
N 5.023664 -1.791925 0.462837 -0.7 0.4 0.2
C 5.157505 -3.204982 0.458508 0.6 -0.7 0.1
C 5.825857 -3.814024 -0.612550 -0.4 -0.1 0.2
C 6.071704 -5.187090 -0.581241 0.0 0.1 0.3
C 5.742548 -5.930767 0.559397 0.0 0.1 -0.1
C 5.118364 -5.309640 1.647567 -0.1 0.2 -0.3
C 4.785140 -3.953753 1.581734 0.3 -0.1 -0.2
C 6.246918 -1.048132 0.463540 0.6 0.1 0.1
C 6.979577 -0.938742 1.652575 -0.1 0.2 -0.3
C 8.186608 -0.238875 1.656446 -0.1 -0.1 -0.1
C 8.684309 0.303015 0.466735 -0.2 0.0 0.0
C 7.962878 0.165846 -0.723001 -0.1 0.0 0.1
C 6.737741 -0.504136 -0.727233 0.0 0.0 0.3
C 2.594750 -1.874430 0.487860 -0.4 0.0 0.0
C 1.392538 -1.193008 0.440208 0.4 0.3 -0.1
C -0.302408 0.234687 -1.827913 0.1 0.3 0.4
C -1.146479 0.161812 -2.916759 -0.1 -0.1 0.3
C -2.548281 0.117032 -6.088674 -0.1 0.3 -0.2
C -2.556049 0.745698 -7.337745 -0.1 0.1 0.1
H -3.326269 2.387866 -8.514794 0.0 -0.2 0.3
H -4.650339 3.352713 -6.621615 0.2 -0.2 -0.1
H -4.598283 2.230343 -4.381642 0.2 0.0 -0.3
H -2.871783 -2.499732 -4.417501 -0.4 0.0 0.1
H -4.519137 -4.388660 -4.453573 -0.2 0.2 0.1
H -6.884855 -3.974925 -3.755563 0.2 0.2 0.0
H -7.572596 -1.699347 -2.972006 0.2 -0.1 -0.1
H -5.896912 0.168078 -2.971194 0.0 -0.3 -0.1
H -4.126052 0.662075 -1.335705 0.4 0.0 0.1
H -2.568601 1.204779 0.552182 0.1 0.0 -0.2
H 0.062071 1.927151 1.017337 0.0 -0.2 -0.1
H 2.511300 1.938143 1.264754 0.0 -0.2 -0.1
H 4.694209 0.787686 0.983337 -0.3 -0.2 0.2
H 6.139924 -3.198429 -1.457688 -0.1 -0.3 0.2
H 6.536920 -5.668907 -1.443127 -0.1 0.1 0.3
H 5.980828 -6.995790 0.599984 -0.1 0.3 0.0
H 4.888043 -5.872590 2.552358 0.0 0.1 -0.3
H 4.284832 -3.449439 2.410566 0.2 -0.2 -0.2
H 6.581422 -1.399128 2.560933 0.2 0.2 -0.3
H 8.729810 -0.121224 2.594544 -0.1 0.0 -0.3
H 9.636460 0.835528 0.468209 -0.3 -0.1 0.0
H 8.342919 0.582947 -1.654982 0.0 -0.1 0.3
H 6.151342 -0.623003 -1.641158 0.2 0.1 0.3
H 2.626835 -2.955683 0.340369 -0.1 0.4 0.0
H 0.470865 -1.735102 0.215755 0.3 0.2 0.1
H 0.752954 -0.007177 -1.947072 -0.2 0.3 0.0
H -0.764353 -0.043725 -3.916260 -0.1 -0.1 0.3
H -1.992034 -0.807024 -5.916411 -0.2 0.3 -0.1
H -1.973662 0.317324 -8.154225 -0.2 0.2 0.2
```
Forces are in eV/Å.



DFT (ωB97M-V with the def2-TZVPD basis set) results for a structure of composition C48H41NP2SbTc in a non-equilibrium geometry.

Spin multiplicity: 4
Relative energy (zero: lowest compared OMol25 entry of this formula, charge and spin) (kcal per mole): 59.4
Total energy (eV): -79217.2661
E_HOMO (alpha / beta) (eV): -14.885 / -14.899
Total charge: +3

The geometry in XYZ format:
```
94
Properties=species:S:1:pos:R:3:forces:R:3
Tc -0.071747 0.211405 -0.514281 -1.4 0.4 -0.8
C 1.465211 -2.353638 -1.698736 0.0 0.0 0.1
P -0.313549 -1.985637 -1.354790 0.4 0.0 -0.5
C -1.091193 -2.189427 -2.965836 -0.2 0.0 0.0
C -1.240748 -3.479740 -3.480864 0.0 -0.2 0.0
C -1.811191 -3.660401 -4.730943 0.0 -0.1 0.0
C -2.241213 -2.560277 -5.469258 0.0 0.0 0.0
C -2.091593 -1.275815 -4.962965 0.0 0.0 0.0
C -1.516812 -1.093641 -3.710856 -0.1 0.0 0.0
C -1.009405 -3.247630 -0.280874 0.1 -0.1 0.1
C -0.211816 -3.981220 0.599251 0.0 -0.3 -0.4
C -0.793730 -4.923225 1.439747 0.0 -0.2 -0.1
C -2.169641 -5.117000 1.419807 0.0 -0.1 0.1
C -2.970120 -4.374062 0.557345 -0.1 0.1 0.0
C -2.394408 -3.440020 -0.294928 0.0 0.0 0.1
C 1.971594 -1.104140 -2.312371 0.3 -0.4 -0.5
C 2.922005 -0.909717 -3.394204 -0.4 -1.1 0.7
C 2.901273 0.399382 -3.684967 -0.3 1.1 0.2
C 1.949096 1.015069 -2.777393 0.1 0.9 -0.4
C 1.483473 2.424865 -2.801874 0.1 -0.2 0.6
P -0.371683 2.501595 -2.960635 -0.4 -1.1 -1.9
C -0.901769 2.007973 -1.313147 0.2 0.4 0.6
C -2.289810 1.524260 -1.151403 0.7 -0.1 -0.2
C -2.865466 1.427492 0.058363 0.0 -0.3 0.4
C -2.197238 1.866371 1.333914 -0.1 -0.2 0.0
C -0.887982 2.551170 1.081081 0.3 -0.3 0.5
C -0.292560 2.615875 -0.121520 0.0 -0.2 -0.5
C -0.745987 4.224055 -3.246140 -0.2 1.0 0.1
C -1.388497 5.048620 -2.296815 0.7 -0.5 -0.6
C -1.599387 6.376722 -2.596315 -0.1 0.6 -0.7
C -1.228737 6.887034 -3.851563 -0.1 -0.2 0.3
C -0.635937 6.066003 -4.816935 -0.3 0.5 0.3
C -0.413255 4.738617 -4.530312 -0.1 -0.7 1.0
N 1.408037 0.082106 -1.941189 0.6 0.4 -0.4
H 1.589673 -3.197931 -2.368852 0.0 -0.2 -0.1
H 1.995014 -2.568925 -0.765994 0.0 0.0 0.0
H -0.920111 -4.344952 -2.906590 0.0 0.0 -0.1
H -1.925107 -4.662299 -5.131286 0.0 0.1 0.1
H -2.696936 -2.708841 -6.442467 0.1 0.0 0.1
H -2.427963 -0.419895 -5.541536 0.1 -0.1 0.1
H -1.398049 -0.097405 -3.314433 0.0 0.2 -0.1
H 0.866086 -3.854913 0.610223 -0.1 0.0 0.0
H -0.168774 -5.519827 2.099980 -0.1 0.0 -0.1
H -2.619196 -5.861746 2.069108 0.0 0.1 -0.1
H -4.044172 -4.533344 0.539420 0.1 0.0 0.0
H -3.018760 -2.875937 -0.981380 0.0 -0.1 0.0
H 3.518299 -1.680081 -3.874518 -0.2 0.1 0.2
H 3.483939 0.912687 -4.447086 -0.3 0.0 0.3
H 1.939464 2.960620 -3.631706 -0.1 0.0 0.0
H 1.722539 2.963461 -1.879280 0.4 -0.1 0.0
H -2.839644 1.209588 -2.037404 0.1 0.1 0.1
H -3.873953 1.030524 0.145941 0.1 0.1 0.0
H -2.851967 2.561330 1.865984 -0.1 0.0 0.1
H -0.399111 3.004306 1.942177 -0.1 0.0 -0.1
H 0.659630 3.125559 -0.195626 -0.1 0.1 -0.1
H -1.701815 4.657770 -1.337170 0.1 0.0 0.0
H -2.061337 7.028428 -1.861234 0.0 0.0 -0.2
H -1.426222 7.929691 -4.083194 0.1 -0.1 0.1
H -0.372737 6.466791 -5.790865 -0.1 0.0 0.1
H 0.018015 4.086671 -5.286238 0.0 0.0 0.1
C -1.054462 -1.375215 3.984812 -0.4 0.4 0.8
C -1.175033 -1.602728 2.618511 0.0 -0.4 0.2
C -1.603384 -0.563606 1.776692 -0.6 0.6 0.1
C -1.894885 0.700067 2.288110 -0.3 0.5 0.2
C -1.784250 0.910635 3.662565 -0.2 -0.1 -0.1
C -1.371845 -0.119935 4.504982 -0.3 -0.3 0.0
Sb 0.941024 -0.601091 1.856053 1.5 0.2 0.0
C 1.552754 1.168588 2.795184 -0.3 0.0 0.4
C 2.338222 2.044780 2.039400 -0.1 -0.1 0.1
C 2.890938 3.166046 2.648692 0.0 0.0 0.0
C 2.638548 3.417384 3.994977 0.0 0.0 0.0
C 1.834626 2.554969 4.736734 0.0 0.1 0.0
C 1.297610 1.420738 4.144823 0.3 0.0 0.0
C 1.972120 -1.959793 3.050580 0.1 -0.4 0.0
C 1.503739 -3.264306 3.239290 0.2 0.2 0.2
C 2.266418 -4.145065 3.987822 0.0 -0.1 0.0
C 3.487021 -3.731375 4.522514 0.1 0.1 0.0
C 3.945757 -2.431319 4.327126 0.0 -0.2 0.0
C 3.186760 -1.525939 3.594945 -0.2 -0.2 -0.1
H -0.748304 -2.177678 4.646758 0.0 0.1 -0.1
H -1.004049 -2.596979 2.204988 -0.2 0.3 0.1
H -1.764236 -0.780917 0.724062 -0.2 -0.1 -0.1
H -2.020750 1.888321 4.082328 0.1 -0.2 -0.1
H -1.302251 0.056030 5.575299 0.0 -0.1 -0.2
H 2.545210 1.841470 0.992595 0.0 0.0 0.0
H 3.524613 3.838033 2.077932 -0.1 -0.1 0.1
H 3.080979 4.284932 4.472582 -0.1 -0.1 -0.1
H 1.642625 2.758420 5.784793 0.0 0.0 -0.1
H 0.693947 0.739396 4.736823 0.4 0.2 -0.1
H 0.548082 -3.583844 2.835614 0.4 0.1 0.2
H 1.913178 -5.159128 4.155913 0.1 0.1 0.0
H 4.081214 -4.428020 5.105948 -0.1 0.1 -0.1
H 4.895922 -2.116998 4.746115 -0.1 0.0 0.0
H 3.540078 -0.510224 3.460108 0.0 0.0 0.0
```
Forces are in eV/Å.